Entry from the Open Molecules 2025 dataset: a molecular structure, C43H61CrIN5P2SSb in a non-equilibrium geometry (ωB97M-V with the def2-TZVPD basis set).

Calculated values
Charge   +3
Calculated total energy   -125481.464 eV
Spin multiplicity   4

Each line ends with the Löwdin spin population.
Element x y z (Å)
Cr: -1.94 0.50 -0.15  3.081
N: -2.65 0.21 1.87  -0.014
C: -3.78 -0.75 1.80  0.001
C: -3.44 -1.94 0.89  0.003
N: -2.60 -1.50 -0.25  -0.010
C: -2.97 -1.97 -1.62  0.003
C: -2.78 -0.84 -2.64  0.002
N: -1.65 0.05 -2.24  -0.012
H: -2.98 1.03 2.37  0.003
H: -1.91 -0.17 2.46  0.003
H: -4.05 -1.12 2.79  -0.001
H: -4.65 -0.23 1.42  0.000
H: -2.91 -2.70 1.47  0.000
H: -4.37 -2.39 0.55  0.000
H: -1.64 -1.89 -0.09  0.005
H: -2.34 -2.82 -1.89  -0.001
H: -4.00 -2.30 -1.65  0.000
H: -2.61 -1.28 -3.62  -0.001
H: -3.67 -0.22 -2.70  0.000
H: -0.77 -0.46 -2.36  0.002
H: -1.61 0.81 -2.91  0.003
C: 5.59 4.99 -1.21  0.000
S: 4.08 4.81 -2.18  0.000
C: 3.43 3.26 -1.50  0.000
C: 2.15 2.95 -2.25  0.000
C: 1.42 1.67 -1.83  -0.001
N: 1.16 1.51 -0.36  -0.007
P: 1.04 -0.27 -0.07  -0.030
C: 2.75 -0.73 -0.53  -0.008
C: 3.83 0.09 -0.17  -0.002
C: 5.12 -0.32 -0.42  -0.001
C: 5.37 -1.53 -1.06  0.000
C: 4.30 -2.32 -1.46  0.000
C: 3.00 -1.92 -1.20  0.000
C: 1.12 -0.58 1.75  0.001
C: 2.18 -0.30 2.61  0.000
C: 2.14 -0.72 3.93  0.000
C: 1.06 -1.44 4.42  0.001
C: 0.02 -1.77 3.57  0.000
C: 0.07 -1.35 2.25  0.003
P: -0.33 2.23 0.15  -0.014
C: -0.02 2.75 1.86  -0.003
C: 1.27 2.92 2.36  -0.002
C: 1.45 3.36 3.66  0.000
C: 0.36 3.65 4.46  -0.002
C: -0.93 3.52 3.96  0.000
C: -1.12 3.06 2.66  -0.001
C: -0.41 3.81 -0.74  -0.001
C: -1.09 3.86 -1.96  0.000
C: -1.11 5.03 -2.70  0.000
C: -0.46 6.16 -2.22  -0.001
C: 0.21 6.12 -1.00  0.000
C: 0.23 4.95 -0.25  -0.001
H: 6.06 5.91 -1.54  0.000
H: 6.27 4.16 -1.40  0.000
H: 5.36 5.06 -0.15  0.000
H: 3.23 3.42 -0.43  0.000
H: 4.18 2.47 -1.62  0.000
H: 2.38 2.82 -3.31  0.000
H: 1.49 3.81 -2.17  0.000
H: 2.04 0.83 -2.13  0.000
H: 0.49 1.62 -2.41  0.000
H: 3.64 1.05 0.28  0.000
H: 5.95 0.31 -0.12  0.000
H: 6.38 -1.86 -1.24  0.000
H: 4.49 -3.25 -1.99  0.000
H: 2.17 -2.53 -1.54  0.000
H: 3.06 0.21 2.26  0.000
H: 2.98 -0.50 4.58  0.000
H: 1.05 -1.77 5.45  0.000
H: -0.80 -2.38 3.92  0.000
H: -0.69 -1.70 1.55  0.001
H: 2.12 2.72 1.72  0.000
H: 2.45 3.48 4.05  0.000
H: 0.50 4.00 5.48  0.000
H: -1.78 3.79 4.57  0.000
H: -2.12 2.99 2.25  0.000
H: -1.62 2.98 -2.32  0.001
H: -1.61 5.06 -3.65  0.000
H: -0.48 7.07 -2.79  0.000
H: 0.71 7.00 -0.62  0.000
H: 0.75 4.92 0.69  0.000
C: 1.70 -6.04 1.28  0.000
C: 1.69 -4.58 0.82  -0.001
Sb: -0.01 -4.00 -0.40  -0.011
C: 0.45 -4.81 -2.38  -0.002
C: 1.50 -5.91 -2.35  -0.001
C: -1.55 -5.40 0.29  -0.003
C: -1.46 -6.78 -0.33  -0.001
H: 2.57 -6.21 1.91  0.000
H: 1.76 -6.73 0.44  0.000
H: 0.82 -6.28 1.87  0.000
H: 2.58 -4.35 0.23  0.000
H: 1.68 -3.90 1.67  0.000
H: 0.78 -3.97 -2.99  0.000
H: -0.49 -5.17 -2.77  0.000
H: 2.44 -5.57 -1.91  0.000
H: 1.72 -6.24 -3.36  0.000
H: 1.16 -6.78 -1.79  0.000
H: -2.52 -4.94 0.08  0.000
H: -1.43 -5.45 1.38  0.000
H: -1.54 -6.75 -1.42  0.000
H: -2.28 -7.41 0.03  0.000
H: -0.53 -7.29 -0.07  0.000
I: -7.72 0.40 -1.08  -0.001
C: -6.02 1.57 -0.75  -0.001
C: -6.08 2.94 -0.53  0.012
C: -4.89 3.62 -0.29  -0.002
C: -3.71 2.92 -0.24  0.011
N: -3.64 1.59 -0.44  -0.015
C: -4.79 0.94 -0.70  0.010
H: -7.03 3.47 -0.55  0.000
H: -4.89 4.69 -0.12  0.000
H: -2.78 3.44 -0.04  0.001
H: -4.75 -0.12 -0.88  0.001